55
Properties=species:S:1:pos:R:3:forces:R:3:lowdin_charge:R:1 method="wB97M-V/def2-TZVPD" charge=+2 energy_ha=-3196.17648 multiplicity=6 de_lowest_kcal_mol=13.7
C 6.04057 -1.65145 -3.56329 -0.1 0.3 0.1 0.09
C 4.81784 -2.07955 -2.93760 -4.2 -2.2 2.0 0.07
H 6.56047 -2.54919 -3.96319 -0.3 0.4 0.2 0.16
H 6.64870 -1.12499 -2.79579 -0.2 -0.3 -0.3 0.16
H 5.77559 -0.93098 -4.36753 0.1 -0.4 0.3 0.16
O 3.84647 -2.49720 -2.45375 4.8 2.3 -2.4 0.35
I 3.55739 2.60516 -1.69677 0.4 -0.5 -0.3 -0.03
Sm 1.62250 0.68115 -0.77705 -1.1 1.0 0.7 0.39
P -0.02241 0.28420 -3.09390 -1.1 0.2 -0.4 0.65
C -1.41686 -0.88903 -3.21046 0.0 -0.3 0.1 -0.29
C -0.92962 1.89211 -3.03599 0.3 0.0 0.2 -0.27
H -1.27865 2.10693 -4.05283 -0.1 0.0 0.3 0.06
H 0.03141 0.98471 -5.40526 0.2 -0.3 0.0 0.06
H -0.26631 2.69489 -2.69150 -0.2 -0.1 -0.2 0.02
H 1.67312 0.71491 -4.73881 -0.3 0.0 -0.2 0.03
H -2.04675 -0.82117 -2.31182 0.3 0.1 -0.4 0.01
H -1.77818 1.81979 -2.34592 0.2 0.0 -0.1 0.05
C 0.64721 0.32392 -4.78396 0.4 -0.1 -0.1 -0.27
H -2.01896 -0.68733 -4.10553 0.2 0.0 0.2 0.07
H 0.66278 -0.68943 -5.20375 0.0 0.2 0.0 0.05
H -1.01894 -1.90882 -3.25736 -0.2 0.1 -0.1 0.05
P 2.65801 -0.28257 1.72750 -0.1 -0.3 1.4 0.67
C 1.87432 -1.64649 2.66635 -0.1 -0.2 -0.2 -0.28
C 4.42893 -0.61314 1.97196 0.4 0.0 -0.4 -0.27
H 2.49288 2.07452 2.31961 0.0 -0.1 0.3 0.02
H 3.18802 1.09294 3.65133 -0.3 0.0 -0.1 0.05
H 1.41649 1.08713 3.33332 0.2 0.0 -0.1 0.06
C 2.41212 1.13511 2.87790 -0.1 0.2 -0.4 -0.27
H 4.97875 -0.16809 1.13522 0.1 -0.1 0.3 0.03
H 4.76898 -0.15454 2.90719 0.0 -0.2 -0.2 0.06
H 2.19741 -1.63258 3.71754 0.0 0.0 -0.3 0.07
H 2.16184 -2.60274 2.20942 -0.1 0.2 0.2 0.05
H 4.61918 -1.69130 1.99462 0.0 0.2 0.0 0.05
H 0.78064 -1.55769 2.60474 0.4 0.0 0.1 0.01
Cl 0.39621 2.67103 0.28042 0.2 -0.4 -0.1 -0.06
C -3.33475 2.37115 3.14793 -0.1 0.1 0.1 -0.08
C -3.12339 1.87574 1.72393 0.2 -0.1 0.0 -0.21
N -1.95898 0.94290 1.60872 0.1 -0.2 -1.1 0.01
C -2.02712 -0.20698 0.91358 -0.5 0.7 0.6 -0.75
S -0.64457 -0.91328 0.14472 -0.3 0.0 0.1 0.53
N -3.24257 -0.83615 0.86725 1.1 -0.5 -0.1 -0.01
C -3.97369 -1.13700 2.12842 -0.2 0.1 -0.1 -0.22
C -5.31960 -1.74896 1.75812 0.0 0.1 0.4 -0.07
H -3.30345 1.56023 3.88547 0.0 0.1 -0.2 0.08
H -4.31582 2.85484 3.22200 0.2 0.0 0.0 0.09
H -2.57782 3.11351 3.41648 -0.1 -0.1 0.0 0.08
H -4.01339 1.37441 1.33385 0.3 0.1 0.0 0.11
H -2.89660 2.71837 1.05325 -0.1 -0.2 0.2 0.12
H -1.06649 1.44005 1.47154 -0.4 -0.4 0.3 -0.01
H -3.23644 -1.63932 0.23600 0.1 0.3 0.3 0.12
H -3.36974 -1.82308 2.75531 -0.3 0.3 -0.3 0.13
H -4.10561 -0.20731 2.69118 0.0 -0.3 -0.1 0.09
H -5.18284 -2.67502 1.19084 0.0 0.1 0.0 0.08
H -5.85741 -2.00088 2.68034 0.0 0.0 -0.3 0.09
H -5.93087 -1.05348 1.16604 0.2 -0.2 0.2 0.09